[1]
Computed, not measured: a molecular structure, C33H29N3OsP2S, with ωB97M-V/def2-TZVPD.

XYZ file:
```
69
Properties=species:S:1:pos:R:3
Os -0.40508 -1.40455 -0.75440
N -1.01163 -0.23887 -2.44196
C -2.43697 0.07410 -2.40803
C -3.04570 0.90352 -3.30449
C -4.43812 1.12173 -3.22335
C -5.18264 0.50254 -2.25899
C -4.56025 -0.34206 -1.30922
C -5.24703 -0.99213 -0.26164
C -4.55166 -1.76196 0.63489
C -3.16412 -1.87677 0.50630
N -2.48899 -1.28823 -0.46850
C -3.16866 -0.53647 -1.38608
H -0.47986 0.62544 -2.56261
H -0.80159 -0.82071 -3.25293
H -2.46800 1.38611 -4.08398
H -4.91188 1.77512 -3.94213
H -6.25294 0.65312 -2.20841
H -6.32063 -0.87908 -0.17660
H -5.04873 -2.27393 1.44566
H -2.57953 -2.44982 1.21408
N 1.65292 0.40853 0.60380
P 1.79334 -1.22128 0.21692
C 1.99060 -2.12754 1.75584
C 3.08283 -1.74897 2.54378
C 3.30260 -2.36295 3.76279
C 2.44285 -3.36521 4.19758
C 1.36712 -3.75127 3.41438
C 1.13481 -3.13405 2.19231
C 3.31432 -1.43579 -0.69767
C 3.82996 -2.72665 -0.82507
C 4.99473 -2.92975 -1.54429
C 5.65122 -1.85033 -2.12316
C 5.14858 -0.56486 -1.98214
C 3.97594 -0.35270 -1.27285
P 0.06209 0.78812 0.22603
C -0.75175 1.43701 1.69492
C -2.07653 1.11840 1.98253
C -2.69466 1.65346 3.10300
C -1.99202 2.50132 3.94590
C -0.67262 2.82977 3.66251
C -0.05783 2.30759 2.53758
C 0.13759 2.18691 -0.91413
C 1.01148 2.10971 -2.00740
C 1.06108 3.13792 -2.93466
C 0.24170 4.25091 -2.77529
C -0.62220 4.33363 -1.69423
C -0.68158 3.30403 -0.76352
H 2.28214 0.93616 1.19403
H 3.77767 -0.99075 2.19732
H 4.15005 -2.07153 4.36795
H 2.62050 -3.85083 5.14757
H 0.70798 -4.54043 3.74966
H 0.30134 -3.44872 1.58168
H 3.33227 -3.56506 -0.35233
H 5.39675 -3.92847 -1.64469
H 6.56672 -2.01225 -2.67580
H 5.67361 0.27453 -2.41737
H 3.59533 0.65318 -1.15204
H -2.62997 0.46625 1.32900
H -3.72504 1.40689 3.32230
H -2.47277 2.91233 4.82325
H -0.12646 3.49564 4.31642
H 0.96664 2.58618 2.31632
H 1.66692 1.25203 -2.11915
H 1.74350 3.07959 -3.77204
H 0.28579 5.05816 -3.49397
H -1.24879 5.20619 -1.56766
H -1.35517 3.37646 0.08080
S 0.40840 -3.26865 -1.29428
```

Calculated total energy   -71031.085 eV
Charge   +2
Frontier orbital gap   6.982 eV
Highest occupied orbital energy   -14.06 eV
LUMO energy   -0.2600 Eh

Mulliken atomic charge list, values in e, 2 entries:
1 Os 1.36
2 N -0.54

[2]
Computed, not measured: a molecular structure, C33H29NO7P2RuS4 in a non-equilibrium geometry, with ωB97M-V/def2-TZVPD.

XYZ file:
```
77
Properties=species:S:1:pos:R:3
Ru -1.87319 0.20299 -0.25641
S -1.35950 -0.44104 -2.42506
P 0.48741 -0.51023 -1.63103
C 0.04277 -0.24315 -0.01473
P 0.59604 -0.52127 1.59228
S -0.88403 -0.78947 2.86743
C 1.67757 0.84890 2.12351
C 2.69029 0.68965 3.06460
C 3.45309 1.77866 3.46113
C 3.20387 3.03563 2.92466
C 2.19293 3.20038 1.98754
C 1.43861 2.10955 1.58268
C 1.75818 -1.94468 1.62327
C 1.41919 -3.10399 2.30846
C 2.25735 -4.21297 2.28168
C 3.44784 -4.16990 1.57262
C 3.80580 -3.00818 0.89949
C 2.96726 -1.90640 0.93159
C 1.41248 -2.04874 -1.93811
C 2.57880 -2.14453 -2.68621
C 3.21347 -3.37325 -2.83143
C 2.68146 -4.50596 -2.23550
C 1.50414 -4.41813 -1.50026
C 0.87248 -3.19635 -1.35710
C 1.55891 0.79497 -2.32618
C 1.13113 1.55708 -3.40593
C 1.91124 2.60553 -3.87828
C 3.11820 2.90638 -3.26767
C 3.54420 2.16078 -2.17474
C 2.76656 1.11473 -1.70745
H 2.88359 -0.28608 3.49529
H 4.24111 1.64539 4.19260
H 3.79774 3.88581 3.23828
H 1.98348 4.17582 1.56713
H 0.66113 2.23243 0.83977
H 0.49124 -3.11797 2.86926
H 1.97915 -5.11015 2.82177
H 4.09889 -5.03538 1.54698
H 4.73441 -2.96212 0.34418
H 3.26626 -1.00293 0.41768
H 3.00224 -1.26292 -3.15092
H 4.12628 -3.44098 -3.41054
H 3.18243 -5.46044 -2.34288
H 1.08551 -5.30034 -1.03181
H -0.04531 -3.10269 -0.78640
H 0.17030 1.34086 -3.85587
H 1.56181 3.19756 -4.71471
H 3.71976 3.73172 -3.62797
H 4.47324 2.40497 -1.67497
H 3.09450 0.56648 -0.83420
O -6.27357 0.45742 -0.78545
S -4.91396 0.86625 -0.53480
O -3.98345 0.70981 -1.64500
O -4.32744 0.31165 0.69035
C -4.95216 2.64798 -0.26146
C -6.20001 3.23613 -0.39716
C -6.37625 4.60774 -0.27690
C -5.28353 5.41146 -0.02129
C -4.02811 4.83617 0.12260
C -3.83806 3.46449 0.01343
S -2.13247 2.95099 0.35248
O -1.40642 4.17435 0.56041
O -2.16792 2.02833 1.47729
O -1.63092 2.15816 -0.82677
H -7.03926 2.58872 -0.60934
H -7.36507 5.03463 -0.38919
H -5.39213 6.48459 0.07239
H -3.16963 5.45600 0.33372
C -2.21217 -3.89460 1.09122
C -2.81288 -2.54265 0.83674
N -3.85056 -2.16189 1.56610
O -2.34356 -1.85576 -0.09064
H -2.77854 -4.48116 1.81307
H -1.19908 -3.73730 1.46422
H -2.15484 -4.43133 0.14471
H -4.08076 -2.67046 2.39976
H -4.20955 -1.21578 1.41198
```

Calculated total energy   -115019.563 eV
Charge   -1
Multiplicity   2
Energy relative to the best compared isomer or geometry (same formula, charge and spin)   25.0 kcal per mole
Frontier orbital gap (alpha / beta)   6.889 / 7.245 eV
Highest occupied orbital energy (alpha / beta)   -4.45 / -4.80 eV
LUMO energy (alpha / beta)   0.0898 / 0.0897 Eh

Mulliken atomic charge list, values in e, 2 entries:
1 Ru 0.83
2 S -0.77

- What is the calculated total energy in the first record?
  -71031.085 eV

- The highest charge belongs to which entry?
  C33H29N3OsP2S